Density functional theory data (ωB97M-V/def2-TZVPD) for a structure of composition C50H79KN8O7PSSi.

```
148
Properties=species:S:1:pos:R:3:lowdin_charge:R:1
H 2.304 1.164 -3.488 0.107
H -3.236 0.443 0.472 0.058
H 0.160 -5.111 4.059 0.082
C -5.986 -2.094 -2.733 -0.035
C -0.182 3.763 4.345 -0.050
N -2.441 -3.149 -0.172 -0.121
H 3.993 -2.153 0.442 0.089
H 1.640 0.421 -2.027 0.059
H -2.635 -1.255 7.242 0.091
C -0.360 -2.415 6.331 -0.031
H 1.273 -3.779 6.099 0.083
O -1.320 -2.232 1.582 0.012
H -5.312 -1.981 -5.397 0.082
H -3.103 4.012 -0.618 0.087
H -2.390 -2.634 -2.212 0.049
H -0.027 -4.170 -0.586 0.120
H -6.367 0.600 -2.868 0.073
C -2.107 -0.676 6.494 -0.093
H -5.329 0.930 -4.261 0.077
C -1.881 1.308 5.118 -0.047
C 1.434 -2.049 4.808 -0.155
H 4.595 -0.883 -4.095 0.113
C -4.519 -1.669 -4.712 -0.025
H 0.350 4.594 -1.635 0.100
H -2.071 3.121 -6.492 0.080
H -3.475 0.953 6.494 0.094
H 4.928 -1.318 2.438 0.104
C 0.053 3.349 1.977 -0.154
H -4.528 1.208 1.412 0.092
C -0.707 1.149 -5.120 -0.037
C 5.054 -1.922 0.371 -0.198
H 3.034 -2.792 -4.134 0.105
H -3.593 -2.239 1.304 0.089
H -4.446 -3.464 0.326 0.090
H 0.163 -3.711 2.519 0.121
Si -2.963 0.496 -2.496 -0.166
P 4.020 0.281 -0.806 0.554
O -3.721 1.808 -1.817 -0.156
C 0.018 -3.168 -0.148 -0.134
H 3.641 -6.470 4.314 0.088
H -3.005 1.611 -6.572 0.081
H -1.068 2.660 -2.893 0.052
C -0.148 5.142 4.102 -0.112
H 3.850 4.772 -2.067 0.105
H 4.964 -1.708 -2.573 0.099
C 3.648 3.820 -1.574 -0.158
H -0.877 -2.997 7.087 0.108
C -3.202 3.171 0.072 -0.018
H 1.166 -6.220 4.972 0.087
H 4.246 -4.871 3.830 0.082
O -4.071 -0.749 -2.533 -0.188
H -4.936 0.188 0.017 0.074
H 7.748 -0.832 1.770 0.097
H 5.413 2.898 0.836 0.107
C -2.707 2.438 -5.923 -0.036
H -0.959 3.763 -4.284 0.087
C 0.165 5.190 0.413 -0.033
H 2.679 3.957 0.377 0.078
H -6.386 -1.669 -1.810 0.085
C 2.309 0.260 -2.872 -0.186
C 0.314 2.915 -0.272 -0.192
C -0.708 0.856 4.492 -0.245
H 7.370 -0.847 -0.577 0.110
C 6.633 -0.250 -0.025 -0.198
C 0.997 -5.803 3.981 -0.060
H 4.213 4.811 0.298 0.105
C 4.428 2.643 0.428 -0.172
C -1.602 3.047 -3.764 -0.041
C -1.319 -2.788 0.491 -0.481
N 0.938 -0.909 4.390 0.094
H 0.603 -5.018 1.403 0.144
H 0.720 -6.624 3.312 0.091
H 3.325 -5.053 5.336 0.084
H -6.245 2.002 -1.066 0.067
H 2.664 -2.546 -2.416 0.108
H 6.781 0.797 -0.282 0.100
H -3.879 -0.941 -5.208 0.073
O 3.267 -3.660 2.186 0.064
H 2.373 -2.362 4.360 0.099
H 5.693 3.187 -1.939 0.113
H 4.511 2.230 -2.846 0.100
H -3.917 -2.544 -4.454 0.082
H -3.366 -4.063 -1.783 0.082
H -0.961 0.336 -5.804 0.089
O 1.081 -3.111 0.778 -0.139
C -5.557 2.741 -0.652 -0.034
H 0.145 6.257 0.214 0.111
H -6.770 -0.095 -4.450 0.084
N 5.295 -0.690 -0.387 -0.201
S -1.239 -0.124 -1.605 0.422
H 0.856 -1.270 -3.425 0.070
H 0.402 2.160 -1.049 0.055
H -2.293 2.261 4.815 0.100
K 0.875 -0.220 1.528 0.687
N -0.063 1.475 3.490 0.031
N 4.595 1.829 -0.780 -0.198
N 2.213 -5.134 3.553 -0.147
C 1.872 -0.976 -3.688 -0.175
H -3.606 2.973 -5.610 0.085
H 2.666 3.474 -1.897 0.087
H -6.819 -2.406 -3.367 0.082
C 0.285 4.285 -0.599 -0.087
H -0.033 6.720 2.649 0.093
C 0.926 -4.046 1.808 -0.134
N 3.678 -0.047 -2.392 -0.189
H 6.134 -2.562 2.158 0.101
C -0.216 -0.445 4.933 -0.146
C -5.115 -1.062 -3.444 -0.649
C 3.424 -5.399 4.303 -0.044
H -2.221 2.722 0.219 0.065
H -0.205 5.817 4.950 0.093
H -4.079 -1.866 -0.367 0.059
C -0.111 2.815 3.320 -0.241
C -4.163 2.137 -0.503 -0.645
C 0.057 4.750 1.752 -0.176
O -2.852 0.969 -4.086 -0.171
H -2.499 3.554 -3.411 0.086
C -0.917 -1.181 5.927 -0.173
C 2.251 -4.248 2.515 -0.427
H 0.004 1.819 -5.613 0.086
C 2.921 -2.040 -3.351 -0.165
C 4.686 2.748 -1.906 -0.196
C 4.179 -1.205 -3.131 -0.196
C -2.559 0.551 6.075 -0.111
O 2.857 0.080 0.091 -0.393
H 0.229 -2.442 -0.938 0.097
H -0.267 3.412 5.365 0.101
H -0.245 0.718 -4.229 0.034
C -1.969 1.899 -4.703 -0.655
C -2.440 -3.524 -1.579 -0.059
H -3.561 3.544 1.034 0.090
C -4.218 0.914 0.407 -0.040
C 0.815 -2.848 5.788 -0.082
H 5.559 -2.756 -0.134 0.116
C 5.695 -1.656 1.742 -0.158
H 3.876 2.087 1.184 0.109
C 3.686 3.917 -0.037 -0.136
H 6.479 0.355 2.049 0.098
H 1.898 -0.753 -4.757 0.105
N 0.196 2.467 0.954 0.085
H -5.940 3.072 0.316 0.082
C -3.720 -2.646 0.306 -0.032
C 6.736 -0.542 1.484 -0.157
H -1.611 -4.186 -1.820 0.077
C -0.045 5.653 2.836 -0.087
H -5.521 3.597 -1.329 0.084
C -5.949 0.173 -3.780 -0.023
H -5.390 -2.972 -2.477 0.067
```

Calculated values
2S+1   1
Relative energy (zero: lowest compared OMol25 entry of this formula, charge and spin)   0.048 eV
Orbital gap   0.1999 Eh
Charge   -1


Density functional theory data (ωB97M-V/def2-TZVPD) for a cluster of 13 separate species, C50H87N2O29 in total at a distorted geometry.

```
168
Properties=species:S:1:pos:R:3:lowdin_charge:R:1
C -1.710 -2.997 3.754 -0.577
H 1.899 -6.883 3.868 0.096
H 2.330 -1.233 3.076 0.084
H 1.901 -5.115 4.173 0.063
H -8.020 -0.604 -0.298 0.132
H 0.878 -0.502 -1.455 0.066
C -2.660 0.568 -4.380 -0.579
C 2.359 -5.930 3.615 0.032
N 6.488 2.009 3.026 0.138
O 0.182 6.110 -5.715 0.108
H -0.110 7.542 -1.840 0.074
C -3.171 -3.297 -1.536 -0.576
C -0.197 -0.562 -1.299 0.041
H -4.271 -3.300 -4.140 0.120
H -2.861 -5.800 -2.840 0.131
C 0.508 7.965 -2.633 -0.062
O -3.819 -4.469 -1.581 0.086
H -3.454 1.500 0.068 0.089
C 1.093 0.401 -5.456 -0.060
C 1.801 -1.144 0.933 -0.213
H -7.564 -0.664 1.483 0.137
H -0.384 -1.633 -1.338 0.111
H -1.365 -6.147 0.394 0.086
H 0.960 -2.964 5.095 0.117
H 1.650 -2.659 2.310 0.067
C -4.047 -0.257 -5.942 -0.086
H 4.130 5.195 3.334 0.133
O -2.809 0.909 3.899 0.056
H -1.310 4.014 -3.678 0.060
C -0.101 -2.966 5.347 -0.088
H -0.174 8.420 -3.350 0.081
H 6.554 -2.042 5.820 0.093
H -4.923 5.833 -3.457 0.129
H 4.710 -2.909 -3.252 0.099
C 5.705 -0.736 0.160 -0.103
H -0.351 2.430 -1.902 0.101
O -2.842 0.443 -5.684 0.073
C -0.740 -4.368 5.262 -0.108
H 5.188 -1.597 -4.408 0.089
H 0.231 -4.289 0.526 0.117
H 5.431 -4.545 2.258 0.111
H 0.172 -0.306 2.058 0.130
O 2.742 -1.150 -4.749 0.019
C -0.093 5.500 -4.714 -0.554
C -5.495 5.202 -2.774 -0.096
C -1.756 0.225 0.528 -0.057
C -1.813 1.373 4.784 -0.118
H 7.120 0.815 -0.137 0.117
H 1.961 -1.714 0.014 0.103
H 4.327 1.320 0.858 0.097
C 2.255 -5.514 2.174 -0.519
H 0.085 0.541 -5.843 0.065
C -7.504 -0.133 0.536 -0.083
H 4.631 -0.931 0.189 0.060
C -2.420 1.349 -0.236 -0.140
H -5.939 -0.255 -0.836 0.124
O 0.485 3.090 2.963 0.135
C 1.303 3.872 3.354 -0.565
O 1.027 -5.790 1.688 -0.004
O -1.768 -4.218 4.305 0.091
C 5.660 -1.798 5.246 0.024
H -5.572 0.534 -4.456 0.107
C -3.405 -3.827 -3.741 -0.088
C -7.336 2.105 0.264 -0.573
H 0.497 1.669 1.004 0.118
C 0.651 -5.291 0.407 -0.218
H 1.765 0.850 -6.189 0.082
H -0.867 1.167 4.273 0.114
H -1.114 -4.676 6.238 0.133
C 4.652 -1.844 -3.497 0.039
O 0.425 5.735 -3.511 -0.020
H -1.793 0.967 5.792 0.133
H 7.133 -6.469 2.562 0.079
H -4.772 3.993 -1.179 0.131
C -0.458 -6.103 -0.219 -0.064
C -3.635 -5.029 -2.861 -0.130
O -6.151 1.628 -0.193 0.034
H -0.294 -2.510 6.319 0.131
H -2.697 -4.051 -4.537 0.137
O -3.666 -0.046 -3.732 0.042
H -1.828 0.287 1.610 0.122
H 1.520 -5.335 -0.248 0.126
H 3.385 -5.992 3.962 0.063
H 1.462 1.210 -0.457 0.122
H -1.063 3.386 4.809 0.102
C -3.341 1.951 3.222 -0.567
O -5.212 2.877 -2.954 0.059
C 6.039 0.692 -0.225 -0.250
H -0.758 0.047 -2.000 0.082
H 2.316 -0.200 0.728 0.083
O -6.422 4.595 -3.696 0.063
C -1.119 4.424 -4.667 0.021
H 7.853 -5.480 3.880 0.080
H 5.333 2.669 0.166 0.116
O -8.095 1.152 0.813 0.077
O -0.736 -2.251 4.283 0.047
H -0.381 -1.664 1.112 0.128
C -6.090 0.232 0.133 -0.119
H -2.120 4.651 -5.038 0.093
H 6.170 -1.362 -0.609 0.068
O -1.697 1.050 -3.857 0.122
H -3.712 -1.287 -6.111 0.124
H 5.298 -5.540 3.690 0.100
O 3.991 -3.285 4.344 0.098
C -6.308 3.229 -3.630 -0.557
H -4.486 -5.605 -3.235 0.139
C 0.328 -0.834 1.114 -0.123
H -1.461 2.952 0.855 0.106
C 2.401 5.277 4.743 -0.108
H 1.218 0.976 -4.537 0.076
C 1.305 6.854 -3.319 -0.206
C 7.327 -5.459 2.927 -0.055
H 6.129 -0.996 4.658 0.081
H 5.746 0.921 -1.250 0.106
C 5.330 1.711 0.683 -0.178
O 2.331 4.282 2.660 0.071
H 1.701 7.255 -4.249 0.118
H -2.093 3.524 -0.645 0.104
C 0.469 1.382 -0.051 -0.113
C 5.984 1.845 2.010 -0.223
O -4.110 1.823 2.325 0.163
H 6.178 -1.155 1.049 0.080
H 7.974 -4.929 2.231 0.075
H -2.550 3.135 5.756 0.135
O -2.866 3.097 3.711 0.088
C -4.816 -0.237 -4.592 -0.054
H 2.732 6.204 2.766 0.134
H -0.866 -5.644 -1.120 0.065
C 1.387 -1.070 -5.152 -0.197
H 4.811 -1.292 5.696 0.086
C -1.606 2.659 -0.192 -0.163
H 1.204 8.697 -2.227 0.078
H 2.097 6.501 -2.663 0.117
O -2.894 -2.684 -0.555 0.156
C 3.055 5.336 3.339 -0.055
O 2.481 -1.691 -2.585 0.065
H -5.257 -0.033 0.779 0.120
H 1.204 -1.610 -6.082 0.125
H -0.170 -7.144 -0.368 0.084
O -7.590 3.272 0.189 0.149
H -4.539 0.072 -6.851 0.138
O -6.956 2.460 -4.266 0.151
H 0.683 -1.415 -4.395 0.114
H -2.130 -0.736 0.173 0.104
H -0.752 3.665 -5.363 0.095
H 0.080 -5.055 5.047 0.102
O 6.198 -3.695 3.999 -0.027
H 3.394 -2.138 1.978 0.062
H -5.943 5.796 -1.980 0.135
O 1.221 4.506 4.572 0.054
H -5.247 -1.223 -4.439 0.115
H 3.035 4.896 5.541 0.134
C 3.162 -1.587 -3.588 -0.527
H 0.319 3.412 -0.523 0.122
C 5.139 -2.985 4.477 -0.519
O -2.491 -2.648 2.909 0.148
C 2.369 -1.850 2.178 -0.071
N -0.287 0.086 0.075 -0.229
H 5.092 -1.432 -2.592 0.058
H -3.706 4.166 -2.663 0.115
O 3.058 -4.821 1.619 0.097
C 5.951 -4.842 3.168 -0.214
H -2.554 1.172 -1.310 0.104
O -2.849 -2.910 -2.778 0.045
C -2.031 2.897 4.825 -0.111
H 2.128 6.306 4.982 0.131
C -4.710 4.011 -2.264 -0.121
C -0.210 2.508 -0.826 -0.131
```

Calculated values
2S+1   1
Orbital gap   0.3778 Eh
Charge   +1


Density functional theory data (ωB97M-V/def2-TZVPD) for a cluster of 12 separate species, C50H90N13O in total at a distorted geometry.

```
154
Properties=species:S:1:pos:R:3:lowdin_charge:R:1
H -2.806 -4.364 -7.298 0.071
C 10.210 0.741 0.762 -0.100
C 7.664 2.570 5.235 -0.203
C -0.432 2.283 4.067 -0.326
C 3.012 4.886 -2.250 -0.204
H 0.106 1.349 3.930 0.077
C -12.063 -4.753 -5.710 -0.107
H -11.166 -4.495 -5.144 0.067
C 6.993 -2.228 4.128 -0.264
H -2.615 -7.329 -4.197 0.120
H 8.432 3.151 2.717 0.055
C -3.077 2.674 8.398 -0.112
C 11.304 2.249 -0.980 -0.195
H 0.982 5.546 -4.053 0.076
N -5.219 -8.158 -5.708 0.154
H 8.103 4.653 1.861 0.058
C -7.484 -4.822 -3.167 -0.267
H -1.761 -5.341 -5.292 0.111
C -6.914 -3.580 -3.859 -0.176
C 6.495 -0.836 3.737 -0.226
C 2.301 4.089 -1.252 -0.210
H -0.451 0.771 1.993 0.063
H 7.144 5.657 3.920 0.109
C -1.112 1.178 9.028 -0.192
C -5.527 -3.334 -3.476 -0.211
H -5.407 -6.224 2.670 0.111
H -7.790 -6.366 3.361 0.069
C -4.261 1.266 -2.155 -0.189
H -6.848 -6.259 -4.658 0.057
C 6.789 7.569 -5.729 -0.110
C 5.493 -0.873 2.675 -0.238
H -7.614 -6.893 1.689 0.071
H 6.861 4.353 5.970 0.121
C -5.700 -4.927 0.967 -0.189
N 7.732 1.426 5.224 0.173
N 1.804 2.741 4.225 -0.054
H -3.271 2.087 7.499 0.076
C 2.646 3.007 3.324 -0.465
C 0.940 6.090 -3.108 -0.109
C -7.526 -6.034 2.356 -0.111
H 5.946 7.126 -6.262 0.072
H 7.711 7.216 -6.195 0.075
H 5.463 -2.637 5.610 0.077
C -1.605 2.607 8.785 -0.261
C 5.749 4.964 -4.509 -0.226
C 6.881 5.718 -3.980 -0.187
H 9.308 4.628 3.147 0.075
H -4.976 -0.491 -0.112 0.078
H -3.718 2.298 9.200 0.066
C -4.168 -7.737 -5.523 -0.234
H 3.063 4.104 1.514 0.013
C 8.339 4.232 2.837 -0.122
C -5.512 1.434 -2.895 -0.242
C -12.147 -6.254 -5.964 -0.263
H 6.736 8.649 -5.866 0.071
C 7.257 4.573 3.854 -0.249
O -2.745 2.130 3.274 -0.095
H -2.095 -7.762 -5.814 0.117
C 7.606 4.028 5.242 -0.184
C -6.113 -5.460 2.341 -0.260
H 9.449 1.159 -1.205 0.114
H -13.128 -6.761 -4.102 0.120
H -1.392 3.538 2.616 0.115
H -4.568 -1.988 -0.952 0.041
H -12.401 -8.126 -4.924 0.117
H -3.807 -0.702 -2.927 0.082
C -12.254 -7.074 -4.675 -0.191
H -3.368 3.704 8.196 0.069
H 3.088 4.329 -3.183 0.083
H -7.511 -2.705 -3.594 0.117
H -1.010 3.043 7.981 0.111
H 6.072 -0.331 4.603 0.095
H 3.486 1.054 2.922 0.029
N 4.679 -0.869 1.867 0.157
H 4.450 2.417 2.344 0.052
H -3.269 2.933 3.251 0.064
H -6.400 -4.157 0.637 0.117
H 9.692 1.564 1.256 0.058
C -2.839 -7.192 -5.256 -0.188
C -0.969 1.666 1.696 -0.053
H -12.026 -4.210 -6.653 0.072
H 0.266 5.557 -2.436 0.073
H -4.721 -4.450 1.039 0.121
H -5.882 -0.985 -1.554 0.063
H 4.033 5.056 -1.901 0.107
N -5.576 -6.812 -0.832 0.173
H -4.340 1.764 -1.187 0.120
H -8.256 -5.284 2.047 0.075
H -1.437 3.219 9.674 0.107
N 4.852 4.374 -4.911 0.165
H -1.275 0.571 8.136 0.122
H -12.932 -4.400 -5.152 0.076
H -3.483 -5.139 -5.038 0.087
H -7.242 -6.958 -3.088 0.054
H 7.423 -2.728 3.257 0.105
H -2.179 -5.967 -7.686 0.072
H 5.100 -3.291 4.009 0.072
H -13.025 -6.462 -6.579 0.105
H -7.420 -4.705 -2.083 0.097
C -5.629 -5.983 -0.041 -0.217
H 6.942 5.545 -2.906 0.118
H 6.308 -4.072 5.026 0.065
H -1.850 1.434 1.108 0.051
H 10.887 0.157 -1.189 0.106
C 2.587 4.240 2.471 -0.102
C -4.891 -0.961 -1.095 -0.132
C -1.392 2.497 2.905 -0.425
C -2.921 -5.428 -7.094 -0.110
C -2.741 -5.703 -5.605 -0.256
C 10.689 3.482 -0.495 -0.229
H 7.807 5.336 -4.414 0.120
H 7.335 -0.231 3.405 0.083
C -1.767 0.549 10.174 -0.246
H 6.297 4.176 3.520 0.106
H -0.308 2.288 1.106 0.048
C 5.900 -3.106 4.727 -0.112
H -6.053 -4.642 3.060 0.110
N -2.281 0.055 11.074 0.124
H -8.542 -4.904 -3.414 0.069
H -3.913 -5.726 -7.437 0.070
H 7.581 7.726 -3.741 0.109
N -10.122 -6.859 -3.191 0.181
H 7.797 -2.111 4.857 0.104
H 8.567 4.427 5.572 0.118
H 3.079 5.037 3.029 0.059
C 2.330 6.233 -2.498 -0.263
C -3.892 -0.207 -1.961 -0.265
H -11.276 -6.575 -6.536 0.112
H 11.488 2.347 -2.051 0.115
C -11.059 -6.954 -3.844 -0.209
H 0.507 7.072 -3.302 0.068
H 12.278 2.118 -0.504 0.119
H 2.957 6.817 -3.176 0.094
H 4.422 2.026 4.041 0.049
H 9.607 -0.156 0.895 0.073
H -3.461 1.766 -2.703 0.118
H 2.261 6.793 -1.564 0.112
C 10.418 1.024 -0.722 -0.259
H 1.571 4.572 2.304 0.038
N 10.209 4.450 -0.110 0.155
C 3.803 2.059 3.142 -0.094
N 0.540 3.341 4.170 -0.173
H -0.036 1.191 9.207 0.118
H 5.834 7.598 -3.802 0.106
H 11.165 0.585 1.269 0.078
H -1.023 2.170 5.004 0.073
H -2.910 -0.258 -1.490 0.112
N -4.441 -3.132 -3.164 0.176
N -6.493 1.565 -3.474 0.127
N 1.739 3.461 -0.476 0.190
C -6.781 -6.105 -3.579 -0.154
H -6.979 -3.687 -4.943 0.120
C 6.757 7.220 -4.245 -0.260
H -5.729 -6.092 -3.298 0.039
```

Calculated values
2S+1   1
Orbital gap   0.1076 Eh
Charge   -1


Across the entries above, lowest unoccupied orbital energy takes the values 2.00, -1.63, 1.61 eV, respectively.
Across the entries above, HOMO energy takes the values -3.44, -11.91, -1.31 eV, respectively.